DFT (ωB97M-V/def2-TZVPD) results for a cluster of 2 separate species, C5H6Cl2N2O2 in total at a distorted geometry.

Summary:
**Largest force on an atom**: 3.97 eV/Å
**SMILES**: C=C(Cl)N(C)C(=O)N=C=O.Cl
**Energy above the lowest of the compared OMol25 structures with the same formula, charge and spin**: 0.00 kcal/mol
**LUMO energy**: 0.017 Eh

The geometry in ORCA input format:
```
! RIJCOSX wB97M-V def2-TZVPD def2/J DEFGRID3
* xyz 0 1
C 0.05 -0.86 1.50
C 0.44 0.28 0.93
Cl 0.67 1.71 1.79
N 0.72 0.41 -0.42
C 2.18 0.41 -0.78
C 0.00 1.34 -1.24
O 0.38 1.86 -2.22
N -1.30 1.52 -0.75
C -2.06 1.05 0.06
O -2.88 0.79 0.83
H -0.06 -1.01 2.59
H -0.23 -1.74 0.76
H 2.17 0.33 -1.85
H 2.58 1.43 -0.38
H 2.67 -0.41 -0.38
Cl -2.78 -3.02 0.08
H -2.55 -4.09 -0.53
*
```